No. 1
Molecular formula: C16H23BrF5N2O11P2S
Method: DFT, the ωB97M-V functional and the def2-TZVPD basis

## Properties
Strongest force on any atom = 0.1352 Eh/bohr
LUMO = -3.990 eV
Total charge = +1
Total energy = -5714.33908 hartree

Each line ends with the Mulliken charge.
Atoms and positions in Å:
Br 0.51765 4.26283 2.23355  -0.1615
S 1.23003 -3.35887 3.25529  0.9229
P 2.19297 -2.73397 0.27200  0.3761
P 1.62432 2.47606 1.36151  -0.0748
F -0.68879 -3.07694 5.24937  -0.1692
F -4.15375 -2.91395 -5.50960  -0.2821
F 1.57145 -2.51890 5.79209  -0.2307
F 0.99065 -4.73808 5.63858  -0.1690
F 1.67627 3.03189 -5.67752  -0.2731
O 1.87270 2.86844 -0.30163  -0.3147
O 2.47600 4.98117 -4.90316  -0.2938
O -3.33653 -0.99440 -4.68239  -0.3236
O -3.32815 -1.53228 -2.49083  -0.1637
O 2.51660 -4.18786 3.20473  -0.5633
O 0.32265 -0.85033 3.36730  -0.3217
O 2.97562 6.59761 -3.39700  -0.5037
O 2.56287 -2.16601 -1.14921  -0.7282
O 2.53658 4.48453 -2.70122  -0.2429
O 0.08908 -3.96003 2.47166  -0.5691
O -2.83788 0.58643 -3.13690  -0.5430
N 1.12466 -0.23959 0.66820  -0.0526
N -3.96122 -1.19082 0.33832  -0.6107
C -3.34045 0.19350 0.17642  -0.0297
C -3.80293 -2.66509 -3.20272  -0.4553
C 1.51666 1.33410 3.92710  -0.3217
C 2.00151 -1.19793 1.41800  -0.2983
C 2.53255 3.57501 -4.78191  0.2957
C 2.44420 1.66146 4.81406  -0.5564
C 0.53510 0.87450 1.48339  0.6001
C 1.52659 -1.54258 2.92346  -0.0719
C 0.36385 0.56776 3.05762  -0.0369
C -3.30704 -2.40384 -4.58753  0.2807
C 2.06861 3.33143 -3.38233  -0.2843
C -3.14270 -0.54381 -3.41329  0.5759
C -0.90370 1.23530 0.76380  -1.0084
C 0.69227 -3.43746 5.07614  0.6257
C 2.68699 5.46078 -3.64567  0.5505
C -2.12023 0.27693 1.26176  -0.1731
H -4.13938 0.96234 0.53936  0.3176
H 2.49567 2.42286 -2.95388  0.1941
H -2.29115 -2.76391 -4.77704  0.2825
H -4.89467 -2.69916 -3.14385  0.2996
H 2.41365 -1.24149 3.62429  0.4185
H 1.70544 0.15186 -0.11761  0.4593
H -1.15443 2.35463 0.80198  0.3124
H 2.13673 3.83387 -0.33217  0.3397
H 3.55073 3.22916 -4.98480  0.2885
H -3.18726 -1.82943 0.03341  0.2248
H -0.63722 1.01430 3.45532  0.3185
H -0.74428 0.97326 -0.36566  0.3072
H -3.00702 0.41181 -0.90002  -0.0457
H 0.90083 -3.37993 0.08294  0.1429
H 3.22303 -3.63233 0.69942  0.1966
H -3.40055 -3.58928 -2.78376  0.2724
H 3.07281 -0.73732 1.47318  0.4645
H 3.05722 1.82924 5.78613  0.3855
H -1.68732 -0.76544 1.49949  0.1493
H -2.49176 0.73629 2.26996  0.1433
H 0.35958 -0.79686 0.22340  0.5535
H -3.98446 -1.31088 1.37946  0.3108
H 0.97873 3.27947 -3.30105  0.2644

Atoms 1-2, force components in eV/Å:
-0.2180 -1.0446 -0.6077
0.2480 -5.8065 -1.4093

=====

No. 2
Molecular formula: C16H23BrF7NO6S
Method: DFT, the ωB97M-V functional and the def2-TZVPD basis

## Properties
Strongest force on any atom = 0.1586 Eh/bohr
LUMO (alpha / beta) = 1.907 / 1.292 eV
2S+1 = 2
Total charge = -1
Total energy = -4800.79690 hartree

Each line ends with the Löwdin spin population.
Atoms and positions in Å:
Br 1.13003 -2.09615 2.64140  0.0000
S -1.77518 -1.53298 -0.04181  0.0001
F -5.90375 1.64628 -1.26778  0.0000
F -3.45375 1.54099 -0.68297  0.0025
F -3.46081 -0.19660 1.69221  0.0000
F -4.31843 -1.82115 0.44326  0.0000
F -5.91354 0.93896 0.84688  0.0000
F -3.98082 -0.21926 -2.00815  0.0000
F -6.41574 -0.49264 -0.92227  0.0000
O -1.60263 -2.69298 0.90746  0.0000
O 5.40126 -3.67606 2.35320  0.0000
O -1.86971 -2.16944 -1.41856  0.0000
O 4.74871 -5.76753 1.71449  0.0000
O 6.69269 -5.47786 2.65498  0.0000
O -0.23390 3.86612 -0.97476  0.5232
N -0.41111 2.59702 -0.73783  0.3595
C 0.97139 3.03761 1.32688  0.0212
C 0.96440 -1.39293 -0.31656  0.0001
C -0.44152 0.28469 -1.60042  0.0024
C 0.26946 1.70639 -1.70571  0.0264
C -0.27387 2.21509 0.67573  0.0271
C -5.61257 0.53241 -0.44070  0.0000
C 1.85985 1.68573 -1.63979  0.0196
C -0.27956 -0.40287 -0.12213  0.0001
C 2.88445 -2.90272 0.48923  0.0000
C -1.56504 2.82933 1.45263  0.0099
C 1.92526 -1.66193 0.89735  0.0000
C -0.16950 0.67012 1.03804  -0.0009
C -4.03078 0.25930 -0.67795  0.0002
C 5.52877 -4.90825 2.21240  0.0000
C -0.10771 2.27454 -3.17592  0.0009
C -3.39115 -0.74068 0.38143  0.0000
H -1.21553 3.07941 2.51231  0.0000
H 0.05066 1.46940 -3.95939  -0.0003
H 0.60246 -2.41227 -0.70345  0.0000
H -2.41309 2.08739 1.55289  0.0000
H -1.21383 2.54641 -3.19445  -0.0004
H 0.54334 4.04949 1.65900  0.0012
H -1.92569 3.79627 0.98190  -0.0005
H 2.63327 -0.77219 1.04442  0.0000
H 2.22086 1.19616 -0.67720  0.0003
H 0.47841 3.20999 -3.43571  -0.0005
H 3.59460 -3.15814 1.35443  0.0000
H 3.43204 -2.72447 -0.48960  0.0000
H -1.02464 0.45566 1.77589  -0.0003
H 2.21181 2.76800 -1.68337  0.0021
H 2.25942 1.17945 -2.57952  0.0021
H 1.61525 -0.98873 -1.17147  0.0001
H 0.76353 0.58232 1.69778  -0.0001
H 1.78190 3.28093 0.57742  0.0019
H -1.52719 0.43348 -1.89236  0.0011
H 1.37388 2.55146 2.26732  0.0007
H 6.41350 -6.37255 2.38181  0.0000
H 2.18135 -3.80254 0.40476  0.0000
H -0.00145 -0.38751 -2.41769  -0.0001

Atoms 1-2, force components in eV/Å:
0.0575 0.3234 -0.6181
2.5644 -7.5640 -1.6421

=====

No. 3
Molecular formula: C16H23ClN3O2PtS
Method: DFT, the ωB97M-V functional and the def2-TZVPD basis

## Properties
Strongest force on any atom = 0.0390 Eh/bohr
LUMO = -3.549 eV
Total charge = +1
Total energy = -1915.63730 hartree

Each line ends with the Mulliken charge.
Atoms and positions in Å:
Pt 0.91811 -0.28152 0.12951  1.8688
Cl -4.26859 -2.84834 -3.55367  -0.1976
S -0.39522 -1.57396 1.55611  -0.4490
O 1.52574 -2.03289 -0.42715  -0.7717
O 0.22024 1.13362 1.55852  -0.5499
N -1.01805 0.91249 2.00092  0.0026
N 2.58871 0.24417 -1.05711  -0.7422
N 2.81400 -0.30129 1.85442  -0.4394
C -3.03402 1.81906 2.80768  -0.7993
C -2.76990 -0.55672 2.58063  -0.8172
C 3.18105 1.91184 0.70357  -0.2980
C -0.30069 0.92498 -1.11118  -1.7638
C -1.47493 -0.35460 2.09399  0.6044
C -3.54174 0.52379 2.94340  -0.1629
C -1.95810 -1.44900 -3.53587  -0.7892
C -2.52038 -0.23178 -1.11038  0.1497
C -1.76630 1.98851 2.32352  -0.1214
C -3.13373 -1.73733 -2.86259  0.3247
C -1.05553 -0.56445 -2.96841  -0.3357
C -1.30099 0.04139 -1.73679  0.6575
C -3.42598 -1.12387 -1.65119  -1.0163
C 3.63536 0.92530 1.78409  -0.7753
C 0.83757 -2.75015 -1.43483  -0.6032
C 3.37245 1.47086 -0.73474  -0.7113
H 3.06054 2.25849 -1.41876  0.3597
H -0.23535 -2.81326 -1.23055  0.2345
H 3.72360 2.84892 0.84334  0.4446
H -4.54522 0.36984 3.31659  0.4272
H 2.37049 0.19400 -2.04741  0.2887
H 0.98889 -2.30602 -2.42370  0.2295
H -4.36276 -1.33486 -1.15379  0.4450
H 3.56908 1.44906 2.73625  0.3695
H 3.14188 -0.58640 -0.85977  0.4283
H 4.42825 1.26498 -0.92735  0.4411
H 2.12463 2.13473 0.86824  0.0152
H -0.14462 -0.33025 -3.50965  0.4223
H -1.27512 2.93875 2.18145  0.4888
H 1.25124 -3.75977 -1.44203  0.3338
H -3.61636 2.68822 3.07417  0.4353
H -3.13756 -1.57007 2.64960  0.4725
H 4.68379 0.65497 1.63993  0.3661
H 3.34941 -1.14742 1.70118  0.2337
H -0.69829 1.61649 -0.38002  0.4090
H -2.77923 0.28547 -0.19259  0.4136
H 0.37702 1.37159 -1.83334  0.7610
H 2.35178 -0.40605 2.74785  0.2814
H -1.75515 -1.91150 -4.49208  0.4350

Atoms 1-2, force components in eV/Å:
-0.2709 0.1210 1.9831
0.0785 0.0623 0.0517

=====

No. 4
Molecular formula: C16H23ClNO2
Method: DFT, the ωB97M-V functional and the def2-TZVPD basis

## Properties
Strongest force on any atom = 0.0209 Eh/bohr
LUMO = -2.501 eV
SMILES = C/C(Cl)=C\C[N+](C)(C)CC(=O)OCCc1ccccc1
Total charge = +1
Total energy = -1288.66615 hartree

Each line ends with the Mulliken charge.
Atoms and positions in Å:
Cl 6.75210 0.04051 -0.70335  -0.1730
O -1.20124 0.62677 0.06076  -0.1676
O 0.81306 1.59888 0.28100  -0.5941
N 2.05838 -0.99664 0.37298  0.2161
C 4.18787 -0.54634 -0.87522  -0.8842
C 0.09356 0.63642 0.21244  0.5769
C -3.22918 1.74211 0.74012  -1.2342
C -4.10964 -0.61327 0.64944  -0.2874
C 2.58834 -0.35824 1.59296  -0.8844
C -1.91077 1.88061 -0.01754  -0.4466
C -5.61323 -0.04124 -1.59944  -0.6238
C -4.84565 0.94684 -1.00910  -0.2640
C -4.08868 0.67022 0.12230  0.6814
C -4.87687 -1.60328 0.06012  -0.6420
C 4.79916 1.81610 -0.16241  -1.1673
C 2.35727 -2.44037 0.42300  -0.9554
C 2.70159 -0.39037 -0.85170  -0.5243
C -5.62938 -1.31921 -1.06629  -0.4270
C 0.58994 -0.82397 0.30020  -0.7651
C 5.06706 0.41615 -0.58524  0.6995
H 5.24401 1.99750 0.81468  0.3498
H 3.74112 2.05284 -0.11996  0.1863
H 0.19752 -1.35165 -0.57271  0.3985
H 0.12873 -1.26540 1.18793  0.4010
H -3.73653 2.70644 0.69779  0.4351
H 3.42897 -2.58791 0.53464  0.4353
H 2.02701 -2.92896 -0.49191  0.3789
H -3.02196 1.50492 1.78472  0.3672
H -2.09477 2.07879 -1.07709  0.3612
H -4.84316 1.94519 -1.42288  0.4049
H 3.67003 -0.46865 1.61716  0.5008
H -3.53119 -0.83666 1.53518  0.3457
H 2.34123 0.70087 1.59278  0.3323
H -6.23163 -2.08917 -1.52350  0.3917
H -6.20381 0.18753 -2.47345  0.3895
H -4.89217 -2.59622 0.48444  0.3838
H 2.15943 -0.82850 2.47559  0.3528
H 2.26860 -0.89037 -1.72059  0.4519
H 4.56543 -1.50335 -1.20160  0.4731
H -1.28044 2.67153 0.39862  0.3467
H 5.28131 2.49863 -0.86031  0.4335
H 2.42673 0.66249 -0.87419  0.3535
H 1.85180 -2.90157 1.26961  0.3929

Atoms 1-2, force components in eV/Å:
-0.0094 0.0020 -0.0102
-0.1948 -0.5100 0.0401

=====

No. 5
Molecular formula: C16H23F3N4O3
Method: DFT, the ωB97M-V functional and the def2-TZVPD basis

## Properties
Strongest force on any atom = 0.0338 Eh/bohr
LUMO = 0.335 eV
SMILES = CC1(C)CC(=O)c2c(C(F)(F)F)n[nH]c2C1.CNC(=O)[C@H](C)NC(C)=O
Total energy = -1367.88791 hartree

Each line ends with the Mulliken charge.
Atoms and positions in Å:
F -1.28566 -2.23959 -2.25807  -0.2902
F -0.83211 -0.63287 -0.83207  -0.2515
F 0.81193 -1.85791 -1.70455  -0.2468
O 0.61665 -4.96670 3.83950  -0.6838
O -1.51637 -1.10404 4.80609  -0.7395
O 1.62794 1.06124 -1.03260  -0.6270
N -1.97659 -2.53198 3.11108  -0.1860
N -0.89673 -0.35692 -4.25346  -0.8985
N -0.18470 -3.48909 5.31862  -0.0451
N -0.52529 0.72094 -4.99694  0.1725
C -3.72598 -1.10080 3.95492  -1.3092
C 1.46246 1.55738 -2.13692  0.6838
C -2.29444 -1.58267 3.99269  0.8899
C -0.38635 -1.26091 -1.95400  1.2258
C 0.56763 0.95509 -3.11821  1.4243
C 0.28861 -2.19642 2.22878  -1.3435
C 1.45898 3.68605 -3.54397  1.5451
C -0.02103 -3.94170 4.07055  0.2781
C 0.36444 1.54091 -4.33123  -0.5018
C 1.00868 2.83573 -4.75887  -0.9146
C 0.36075 -4.12801 6.51449  -0.9795
C 2.23842 2.81706 -2.52543  -1.1093
C -0.67614 -3.19212 2.88412  0.3492
C -0.25517 -0.25731 -3.10039  -0.8848
C 0.23517 4.32871 -2.85977  -1.7247
C 2.37130 4.81853 -4.03815  -2.0207
H -0.86911 0.90251 -5.94125  0.2119
H 1.21721 -2.70601 1.96662  0.4582
H 2.69726 5.44169 -3.19906  0.4131
H 3.26166 4.41488 -4.53050  0.4395
H -3.92317 -0.63477 2.99114  0.3341
H -0.85688 -3.96774 2.13902  0.3293
H 0.55063 4.94242 -2.00960  0.4143
H -3.87494 -0.36956 4.74837  0.3290
H 0.02424 -5.16536 6.56224  0.2975
H -2.71800 -2.81694 2.49347  0.2547
H -0.46161 3.56982 -2.49070  0.3859
H -4.39781 -1.94339 4.10701  0.3611
H 0.30040 3.41133 -5.36364  0.4969
H -0.30456 4.97115 -3.56301  0.4301
H 1.45183 -4.11532 6.47262  0.2916
H 1.86843 2.60035 -5.39501  0.4074
H 0.02645 -3.59769 7.40734  0.3566
H -0.15715 -1.79231 1.32230  0.2191
H 3.19337 2.50366 -2.95668  0.3921
H 0.51264 -1.37912 2.91587  0.3193
H -0.67266 -2.60559 5.42482  0.2080
H 2.45401 3.39825 -1.62369  0.4227
H 1.84136 5.45515 -4.75393  0.4151

Atoms 1-2, force components in eV/Å:
0.7990 0.7543 0.3436
0.4988 -0.6937 -0.7373

=====

No. 6
Molecular formula: C16H23GdO2
Method: DFT, the ωB97M-V functional and the def2-TZVPD basis

## Properties
Strongest force on any atom = 0.0633 Eh/bohr
LUMO (alpha / beta) = 4.977 / 4.963 eV
2S+1 = 8
Total charge = -2
Total energy = -1539.31125 hartree

Each line ends with the Löwdin spin population.
Atoms and positions in Å:
Gd -0.02474 -0.17568 0.97431  5.8181
O -0.15152 -1.02754 -1.28568  0.0577
O -0.00655 -0.47832 3.06617  0.0394
C 0.50300 -1.99349 -3.15748  0.2134
C -0.11860 -0.16953 4.42490  0.0025
C 2.11146 0.25283 2.23959  0.0223
C -2.38906 0.17749 1.81146  0.0203
C -1.65969 -0.60467 -3.15263  0.1152
C -1.89941 1.39244 -0.10770  0.0203
C 2.49831 -0.60760 1.15773  0.0238
C -1.32790 2.08053 0.99863  0.0057
C 0.40334 -2.35273 -1.67308  0.0634
C -2.54673 0.20585 0.38741  0.0171
C 1.97163 1.45537 0.27608  0.0114
C 0.55898 0.60383 -3.03097  0.0885
C -1.66950 1.37228 2.18508  0.0187
C 2.44625 0.13658 -0.04350  0.0192
C -0.19863 -0.67964 -2.73299  0.0102
C 1.77124 1.52420 1.67800  0.0063
H 1.85319 2.27927 -0.43116  0.0070
H -2.63670 -0.67868 2.42400  0.0059
H 1.60395 0.56371 -2.69997  0.0148
H -1.10853 -0.09760 4.79675  0.0012
H -0.33392 -3.12906 -1.43293  0.0310
H 2.45314 0.02949 3.27648  0.0015
H 2.77646 -0.20729 -1.02014  0.0133
H 1.54397 -1.85426 -3.48463  0.0765
H 0.49324 -0.94574 4.86311  0.0004
H -1.88506 1.74786 -1.12445  0.0056
H -0.78949 3.01812 1.01828  0.0024
H 0.08792 1.46617 -2.52595  0.0096
H 0.54963 0.83102 -4.11400  0.0435
H -2.03322 0.41788 -2.96452  0.0133
H 1.40146 2.39260 2.21965  0.0019
H 0.38946 0.75702 4.68918  0.0009
H 1.36702 -2.49969 -1.17038  0.0246
H -2.26545 -1.28805 -2.54266  0.0191
H -3.00507 -0.58017 -0.20782  0.0092
H -1.79934 -0.84154 -4.22364  0.0505
H -1.52540 1.83793 3.15303  0.0019
H -0.08315 -2.64565 -3.80844  0.0773
H 2.67401 -1.68556 1.29491  0.0149

Atoms 1-2, force components in eV/Å:
-0.0871 -1.5166 -0.4905
0.6266 -1.1648 -2.1208